(1)
{
  "formula": "C36H44BaGeN3S3Si3",
  "method": "ωB97M-V/def2-TZVPD",
  "orbital_gap_ev": [6.6, 6.2],
  "total_charge": 2,
  "de_lowest_kcal_mol": 26.2,
  "spin_multiplicity": 2,
  "e_homo_ev": [-12.30, -12.48],
  "symbols": ["Ba", "S", "C", "C", "C", "C", "C", "C", "N", "C", "C", "C", "C", "C", "C", "C", "C", "N", "C", "C", "C", "C", "C", "S", "C", "H", "H", "H", "H", "H", "H", "H", "H", "H", "H", "H", "H", "C", "Si", "C", "C", "Ge", "Si", "C", "C", "C", "Si", "C", "C", "C", "H", "H", "H", "H", "H", "H", "H", "H", "H", "H", "H", "H", "H", "H", "H", "H", "H", "H", "H", "H", "H", "H", "H", "H", "H", "H", "H", "S", "C", "N", "C", "C", "C", "C", "C", "C", "H", "H", "H", "H", "H"],
  "coordinates": [[0.417, 0.636, 0.207], [5.182, -3.512, 4.422], [5.920, -4.719, 3.473], [5.556, -4.645, 2.162], [4.658, -3.596, 1.905], [4.341, -2.868, 3.031], [3.462, -1.735, 3.179], [2.719, -1.211, 2.101], [1.896, -0.191, 2.195], [1.735, 0.434, 3.374], [2.431, -0.010, 4.529], [2.248, 0.654, 5.778], [1.425, 1.721, 5.879], [0.721, 2.209, 4.738], [-0.120, 3.317, 4.823], [-0.791, 3.788, 3.699], [-0.570, 3.074, 2.503], [0.205, 2.020, 2.401], [0.865, 1.567, 3.480], [-1.669, 4.930, 3.763], [-2.390, 5.541, 2.762], [-3.149, 6.633, 3.214], [-3.010, 6.853, 4.553], [-1.950, 5.739, 5.288], [3.288, -1.102, 4.406], [6.586, -5.421, 3.936], [5.917, -5.318, 1.405], [4.276, -3.399, 0.919], [2.810, -1.656, 1.116], [2.790, 0.277, 6.631], [1.279, 2.234, 6.817], [-0.242, 3.812, 5.776], [-1.060, 3.392, 1.589], [-2.387, 5.237, 1.730], [-3.772, 7.231, 2.575], [-3.474, 7.613, 5.149], [3.821, -1.452, 5.278], [-5.371, -0.433, -2.415], [-3.885, 0.551, -1.736], [-4.255, 1.205, 0.025], [-3.417, 2.031, -2.850], [-1.972, -1.059, -1.683], [-1.043, -1.684, -3.917], [-0.508, -0.101, -4.841], [0.471, -2.825, -3.677], [-2.463, -2.609, -4.793], [-2.278, -2.977, -0.087], [-3.608, -4.101, -0.864], [-0.612, -3.895, 0.129], [-2.827, -2.317, 1.622], [-6.249, 0.199, -2.508], [-5.628, -1.257, -1.756], [-5.156, -0.844, -3.396], [-5.051, 1.943, 0.000], [-3.382, 1.680, 0.474], [-4.581, 0.408, 0.684], [-4.182, 2.802, -2.820], [-3.312, 1.726, -3.886], [-2.476, 2.485, -2.537], [0.206, 0.476, -4.257], [-1.359, 0.537, -5.058], [-0.038, -0.344, -5.789], [1.205, -2.379, -3.008], [0.965, -3.016, -4.624], [0.180, -3.787, -3.267], [-3.327, -1.966, -4.930], [-2.779, -3.473, -4.216], [-2.158, -2.962, -5.773], [-3.283, -4.492, -1.823], [-4.537, -3.560, -1.022], [-3.828, -4.948, -0.221], [-0.276, -4.328, -0.807], [-0.707, -4.708, 0.842], [0.169, -3.228, 0.496], [-3.807, -1.854, 1.571], [-2.125, -1.581, 2.016], [-2.893, -3.123, 2.346], [3.065, 3.928, -3.897], [2.045, 3.385, -2.620], [2.092, 2.130, -2.320], [2.993, 1.471, -3.117], [3.313, 0.115, -3.062], [4.244, -0.388, -3.943], [4.867, 0.437, -4.882], [4.572, 1.782, -4.952], [3.636, 2.294, -4.065], [1.406, 4.085, -2.113], [2.828, -0.513, -2.322], [4.505, -1.435, -3.911], [5.594, 0.015, -5.559], [5.053, 2.425, -5.670]]
}

(2)
{
  "formula": "C36H44ClF5N5O4PbSbSi3",
  "method": "ωB97M-V/def2-TZVPD",
  "orbital_gap_ev": 7.7,
  "de_lowest_kcal_mol": 2.2,
  "spin_multiplicity": 1,
  "e_homo_ev": -8.83,
  "symbols": ["Pb", "C", "Sb", "C", "C", "C", "C", "C", "C", "N", "Si", "C", "C", "C", "C", "C", "C", "C", "C", "C", "N", "Si", "C", "C", "C", "Si", "C", "C", "C", "H", "H", "H", "H", "H", "H", "H", "H", "H", "H", "H", "H", "H", "H", "H", "H", "H", "H", "H", "H", "H", "H", "H", "H", "H", "H", "H", "H", "H", "H", "H", "H", "H", "H", "H", "H", "H", "H", "O", "C", "O", "C", "C", "Cl", "N", "N", "C", "C", "O", "O", "C", "C", "C", "C", "C", "C", "H", "H", "H", "H", "H", "H", "F", "C", "F", "C", "F", "F", "F", "N", "C"],
  "coordinates": [[1.632, 0.739, -2.062], [2.005, 2.346, 2.909], [0.779, 1.986, 1.181], [2.162, 0.585, 0.156], [2.146, -0.873, 0.468], [2.529, -1.330, 1.735], [2.685, -2.683, 1.940], [2.431, -3.562, 0.895], [2.007, -3.032, -0.305], [1.866, -1.721, -0.522], [4.026, 1.140, 0.209], [4.938, 0.069, -1.024], [4.868, 0.769, 1.846], [4.160, 2.978, -0.104], [-0.796, 0.842, 2.270], [-0.396, -0.511, 2.807], [0.139, -0.756, 4.073], [0.342, -2.063, 4.492], [0.019, -3.109, 3.646], [-0.476, -2.785, 2.392], [-0.672, -1.538, 1.987], [-2.160, 0.464, 0.946], [-2.995, 2.056, 0.387], [-1.432, -0.350, -0.583], [-3.561, -0.627, 1.563], [-1.443, 2.086, 3.585], [-1.501, 3.836, 2.898], [-3.167, 1.612, 4.144], [-0.460, 2.253, 5.199], [2.959, 2.770, 2.611], [2.169, 1.441, 3.492], [1.486, 3.078, 3.525], [2.716, -0.623, 2.529], [3.002, -3.053, 2.907], [2.548, -4.631, 1.005], [1.799, -3.683, -1.143], [4.871, -0.978, -0.715], [5.996, 0.347, -1.007], [4.611, 0.135, -2.060], [5.034, -0.301, 1.973], [4.372, 1.154, 2.734], [5.852, 1.245, 1.789], [3.753, 3.295, -1.061], [5.223, 3.235, -0.112], [3.689, 3.571, 0.682], [0.377, 0.055, 4.739], [0.739, -2.254, 5.481], [0.148, -4.142, 3.938], [-0.731, -3.562, 1.679], [-2.299, 2.833, 0.070], [-3.659, 2.475, 1.145], [-3.610, 1.805, -0.483], [-0.343, -0.362, -0.539], [-1.761, 0.123, -1.506], [-1.710, -1.406, -0.596], [-4.152, -0.170, 2.353], [-3.218, -1.602, 1.903], [-4.233, -0.790, 0.713], [-2.099, 3.943, 1.996], [-0.514, 4.259, 2.698], [-1.955, 4.458, 3.675], [-3.921, 1.750, 3.369], [-3.441, 2.249, 4.990], [-3.208, 0.575, 4.483], [0.596, 1.998, 5.158], [-0.922, 1.651, 5.984], [-0.521, 3.298, 5.515], [1.319, -5.192, -3.144], [0.129, -4.814, -2.690], [-0.542, -5.518, -1.981], [-0.345, -3.450, -3.077], [-1.673, -3.102, -3.178], [-3.068, -4.058, -3.051], [-1.743, -1.786, -3.484], [-0.519, -1.234, -3.553], [0.328, -2.227, -3.328], [1.800, -1.994, -3.460], [2.530, -2.949, -3.689], [2.253, -0.779, -3.411], [-2.924, -1.067, -3.855], [-3.909, -0.826, -2.911], [-5.062, -0.159, -3.298], [-5.216, 0.258, -4.612], [-4.222, 0.006, -5.547], [-3.070, -0.666, -5.171], [1.792, -4.420, -3.560], [-3.775, -1.166, -1.893], [-5.839, 0.033, -2.570], [-6.116, 0.781, -4.909], [-4.344, 0.330, -6.572], [-2.280, -0.870, -5.882], [-1.083, 2.311, -1.998], [0.052, 2.289, -2.728], [0.724, 3.441, -2.453], [-0.332, 2.316, -4.222], [-1.409, 1.564, -4.433], [0.672, 1.854, -4.969], [-0.616, 3.560, -4.617], [3.984, 2.576, -3.672], [3.184, 1.953, -3.124]]
}

(3)
{
  "formula": "C36H44ClFN2O13P2S",
  "method": "ωB97M-V/def2-TZVPD",
  "orbital_gap_ev": 6.5,
  "smiles": "CCP(C)c1c(CCCCS(=O)(=O)O)c([C@H](C)F)c(C[C@@H](C)Cl)c2c1C(=O)C(CCN)=C([PH2]=N)C2=O.O=C1C=C(O)C(=O)C=C1O.O=C1C=C(O)C(=O)C=C1O",
  "spin_multiplicity": 1,
  "e_homo_ev": -8.33,
  "symbols": ["C", "C", "P", "C", "C", "C", "C", "C", "C", "C", "S", "O", "O", "O", "C", "C", "C", "F", "C", "C", "C", "C", "Cl", "C", "C", "C", "O", "C", "C", "C", "N", "C", "P", "N", "C", "O", "H", "H", "H", "H", "H", "H", "H", "H", "H", "H", "H", "H", "H", "H", "H", "H", "H", "H", "H", "H", "H", "H", "H", "H", "H", "H", "H", "H", "H", "H", "H", "H", "H", "H", "H", "H", "O", "C", "C", "C", "O", "C", "O", "C", "C", "O", "H", "H", "H", "H", "O", "C", "C", "C", "O", "C", "O", "C", "C", "O", "H", "H", "H", "H"],
  "coordinates": [[0.024, -2.340, 3.085], [-0.644, -1.308, 2.100], [0.554, -0.208, 1.167], [1.723, 0.305, 2.580], [-0.270, 1.299, 0.402], [0.430, 2.616, 0.184], [1.944, 2.753, 0.591], [2.853, 1.757, -0.279], [4.350, 2.288, -0.113], [5.251, 1.253, -0.939], [6.742, 2.022, -1.654], [6.531, 3.390, -2.103], [7.839, 1.978, -0.679], [7.192, 1.039, -2.916], [-0.244, 3.780, -0.423], [0.437, 5.163, -0.635], [-0.309, 6.319, 0.182], [0.533, 5.490, -2.028], [-1.659, 3.691, -0.920], [-2.466, 4.823, -1.608], [-3.526, 5.601, -0.734], [-3.737, 5.140, 0.753], [-3.246, 7.435, -0.697], [-2.304, 2.400, -0.762], [-1.659, 1.228, -0.089], [-2.615, 0.018, -0.040], [-3.118, -0.550, 0.900], [-3.243, -0.341, -1.452], [-3.200, -1.781, -2.043], [-4.647, -2.429, -1.896], [-4.563, -3.531, -0.900], [-3.830, 0.746, -2.047], [-4.687, 0.627, -3.696], [-3.988, -0.402, -4.709], [-3.753, 2.162, -1.349], [-4.680, 2.926, -1.251], [0.177, -1.807, 4.064], [1.043, -2.689, 2.776], [-0.696, -3.168, 3.297], [-1.429, -0.691, 2.626], [-1.176, -1.922, 1.316], [1.213, 0.982, 3.314], [2.078, -0.599, 3.155], [2.673, 0.759, 2.180], [2.372, 3.756, 0.334], [2.108, 2.649, 1.691], [2.786, 0.696, 0.054], [2.576, 1.944, -1.346], [4.483, 3.315, -0.532], [4.662, 2.239, 0.966], [4.593, 0.880, -1.770], [5.562, 0.370, -0.329], [7.535, 0.222, -2.495], [1.488, 5.239, -0.272], [-1.207, 5.838, 0.636], [0.338, 6.629, 1.054], [-0.542, 7.186, -0.480], [-1.831, 5.600, -2.123], [-3.035, 4.341, -2.456], [-4.523, 5.504, -1.244], [-2.884, 4.615, 1.244], [-3.925, 6.067, 1.371], [-4.708, 4.570, 0.806], [-2.756, -1.847, -3.062], [-2.522, -2.377, -1.361], [-5.339, -1.629, -1.521], [-4.967, -2.839, -2.885], [-4.688, -3.177, 0.049], [-5.316, -4.192, -1.103], [-4.572, 1.913, -4.329], [-6.047, 0.244, -3.529], [-4.684, -1.104, -4.973], [-2.086, -3.325, -5.587], [-0.889, -3.520, -5.487], [-0.281, -4.827, -5.736], [1.037, -4.999, -5.597], [1.620, -6.193, -5.824], [1.932, -3.877, -5.182], [3.125, -4.085, -5.050], [1.330, -2.566, -4.956], [0.011, -2.390, -5.098], [-0.562, -1.191, -4.897], [-0.939, -5.632, -6.034], [2.571, -6.055, -5.654], [1.991, -1.759, -4.673], [-1.522, -1.322, -5.060], [3.711, -5.992, 8.773], [2.971, -5.268, 8.134], [2.082, -5.772, 7.088], [1.300, -4.934, 6.402], [0.471, -5.375, 5.436], [1.305, -3.464, 6.670], [0.589, -2.734, 6.007], [2.176, -2.962, 7.731], [2.956, -3.800, 8.421], [3.765, -3.363, 9.403], [2.089, -6.837, 6.902], [0.021, -4.578, 5.094], [2.158, -1.899, 7.927], [4.220, -4.158, 9.741]]
}

(4)
{
  "formula": "C36H44F4HfN8O3PS",
  "method": "ωB97M-V/def2-TZVPD",
  "orbital_gap_ev": 6.6,
  "total_charge": 1,
  "de_lowest_kcal_mol": 91.6,
  "spin_multiplicity": 1,
  "e_homo_ev": -9.81,
  "symbols": ["Hf", "C", "C", "N", "C", "C", "C", "C", "N", "C", "C", "F", "C", "F", "C", "C", "F", "C", "F", "H", "H", "H", "H", "H", "H", "H", "H", "H", "H", "H", "H", "H", "H", "H", "N", "N", "C", "N", "N", "N", "O", "O", "H", "H", "H", "H", "H", "C", "C", "C", "C", "C", "N", "H", "H", "H", "H", "H", "H", "H", "H", "H", "O", "P", "C", "C", "C", "C", "C", "C", "C", "C", "C", "C", "C", "C", "C", "C", "C", "C", "C", "C", "H", "H", "H", "H", "H", "H", "H", "H", "H", "H", "H", "H", "H", "H", "H", "S"],
  "coordinates": [[0.735, 1.787, -0.156], [4.048, -2.947, 0.913], [3.402, -1.654, 0.427], [2.399, -1.129, 1.341], [1.045, -1.278, 1.071], [0.577, -2.689, 0.785], [2.848, -0.201, 2.356], [3.312, 1.191, 1.832], [2.772, 1.474, 0.500], [3.631, 1.956, -0.483], [3.283, 1.720, -1.830], [2.166, 0.938, -2.036], [3.928, 2.255, -2.913], [3.442, 2.013, -4.140], [5.061, 3.025, -2.737], [5.476, 3.224, -1.439], [6.562, 3.959, -1.203], [4.796, 2.712, -0.342], [5.251, 3.040, 0.876], [4.862, -3.243, 0.250], [3.323, -3.761, 0.955], [4.462, -2.817, 1.914], [2.945, -1.805, -0.556], [4.175, -0.893, 0.290], [0.678, -0.924, -0.933], [0.484, -0.865, 1.907], [1.099, -3.120, -0.071], [-0.495, -2.698, 0.586], [0.776, -3.307, 1.659], [3.688, -0.655, 2.887], [2.046, -0.085, 3.088], [4.398, 1.196, 1.801], [3.011, 1.961, 2.547], [5.586, 3.467, -3.571], [-1.331, 0.639, -1.895], [-1.603, 1.507, -2.959], [-0.848, 2.604, -3.082], [-1.131, 3.530, -3.982], [0.190, 2.627, -2.239], [0.979, 3.717, -2.120], [1.065, 4.627, -2.904], [1.557, 3.677, -1.016], [-1.117, -0.283, -2.261], [-2.133, 0.598, -1.269], [-2.487, 1.445, -3.442], [-1.978, 3.486, -4.521], [-0.525, 4.334, -4.051], [-0.303, -4.156, -4.857], [1.001, -3.943, -4.080], [2.173, -3.681, -5.032], [1.295, -5.147, -3.174], [0.831, -2.760, -3.199], [0.691, -1.861, -2.499], [-0.192, -5.036, -5.491], [-0.527, -3.300, -5.493], [-1.143, -4.321, -4.182], [2.322, -4.565, -5.653], [3.093, -3.485, -4.482], [1.970, -2.831, -5.684], [1.438, -6.029, -3.798], [0.467, -5.337, -2.490], [2.201, -4.987, -2.589], [0.558, -0.427, -0.096], [-2.118, 0.513, 1.781], [-3.563, 1.114, 0.837], [-4.126, 0.208, -0.067], [-5.173, 0.584, -0.899], [-5.679, 1.876, -0.828], [-5.145, 2.774, 0.087], [-4.089, 2.401, 0.910], [-1.889, 1.627, 3.230], [-0.595, 1.948, 3.626], [-0.356, 2.728, 4.747], [-1.425, 3.221, 5.480], [-2.723, 2.904, 5.103], [-2.951, 2.098, 3.998], [-2.924, -0.813, 2.799], [-2.087, -1.767, 3.376], [-2.583, -2.732, 4.240], [-3.936, -2.759, 4.542], [-4.785, -1.824, 3.965], [-4.284, -0.863, 3.099], [-3.777, -0.821, -0.077], [-5.601, -0.134, -1.588], [-6.497, 2.176, -1.470], [-5.551, 3.775, 0.162], [-3.662, 3.117, 1.598], [0.246, 1.609, 3.032], [0.659, 2.966, 5.037], [-1.248, 3.852, 6.341], [-3.561, 3.289, 5.670], [-3.969, 1.838, 3.734], [-1.024, -1.754, 3.161], [-1.912, -3.459, 4.681], [-4.328, -3.502, 5.225], [-5.843, -1.837, 4.195], [-4.967, -0.148, 2.655], [-0.827, 3.302, 0.584]]
}

(5)
{
  "formula": "C36H44N2SiTl",
  "method": "ωB97M-V/def2-TZVPD",
  "orbital_gap_ev": 4.6,
  "total_charge": 1,
  "de_lowest_kcal_mol": 15.8,
  "spin_multiplicity": 1,
  "e_homo_ev": -8.03,
  "symbols": ["C", "C", "C", "H", "C", "C", "H", "H", "H", "H", "Tl", "C", "H", "H", "H", "Si", "C", "C", "H", "C", "H", "C", "H", "C", "H", "C", "H", "C", "C", "H", "C", "H", "C", "H", "C", "H", "C", "H", "H", "H", "C", "C", "C", "C", "C", "C", "C", "N", "C", "C", "C", "C", "C", "C", "C", "N", "C", "C", "C", "C", "H", "H", "H", "H", "H", "H", "H", "H", "H", "H", "H", "H", "H", "H", "H", "H", "H", "H", "H", "H", "H", "H", "H", "H"],
  "coordinates": [[-2.788, -0.026, 0.671], [-3.083, 1.047, -0.222], [-2.715, 0.637, -1.536], [-3.554, 1.997, 0.038], [-2.210, -0.692, -1.458], [-2.255, -1.100, -0.098], [-1.978, -2.082, 0.280], [-2.973, -0.041, 1.743], [-2.842, 1.222, -2.443], [-1.882, -1.305, -2.295], [0.276, 1.478, 0.091], [0.871, 6.343, -0.116], [0.762, 5.768, -1.069], [0.891, 7.371, -0.509], [-0.059, 6.582, 0.597], [-0.273, 4.972, 0.459], [-0.817, 4.780, 2.200], [-1.967, 4.016, 2.462], [-2.500, 3.522, 1.640], [-2.422, 3.886, 3.779], [-3.349, 3.341, 3.976], [-1.698, 4.470, 4.830], [-2.081, 4.413, 5.854], [-0.483, 5.123, 4.571], [0.103, 5.543, 5.395], [-0.021, 5.254, 3.256], [0.949, 5.715, 3.039], [-1.708, 4.876, -0.700], [-2.849, 5.643, -0.399], [-2.927, 6.160, 0.566], [-3.881, 5.762, -1.343], [-4.746, 6.397, -1.115], [-3.784, 5.089, -2.569], [-4.573, 5.211, -3.320], [-2.671, 4.277, -2.842], [-2.608, 3.740, -3.794], [-1.632, 4.169, -1.911], [-0.756, 3.544, -2.118], [0.727, 3.855, 0.326], [1.782, 6.090, 0.458], [2.098, -4.915, -3.626], [1.706, -3.577, -4.256], [2.822, -3.131, -5.208], [0.413, -3.770, -5.066], [1.464, -2.497, -3.196], [1.213, -1.191, -3.638], [1.026, -0.183, -2.693], [1.082, -0.419, -1.372], [1.250, -1.682, -0.916], [1.461, -2.744, -1.817], [1.119, -1.886, 0.545], [1.531, -3.078, 1.180], [1.311, -3.252, 2.551], [0.626, -2.239, 3.239], [0.272, -1.073, 2.552], [0.554, -0.881, 1.253], [1.806, -4.466, 3.354], [2.735, -3.985, 4.478], [0.603, -5.183, 3.987], [2.572, -5.464, 2.484], [2.281, -5.649, -4.420], [1.294, -5.299, -2.987], [3.016, -4.812, -3.035], [3.007, -3.908, -5.956], [2.566, -2.208, -5.734], [3.751, -2.963, -4.654], [-0.405, -4.095, -4.409], [0.106, -2.841, -5.564], [0.565, -4.540, -5.833], [1.155, -0.930, -4.698], [0.826, 0.848, -3.002], [1.591, -3.744, -1.406], [2.041, -3.824, 0.576], [0.377, -2.323, 4.300], [-0.253, -0.262, 3.068], [2.224, -3.303, 5.165], [3.101, -4.841, 5.057], [3.603, -3.464, 4.059], [-0.082, -5.538, 3.208], [0.946, -6.052, 4.562], [0.047, -4.522, 4.662], [1.931, -5.870, 1.693], [3.456, -4.997, 2.036], [2.911, -6.301, 3.107]]
}